Molecular formula: C3H10N2S
Method: DFT, ωB97M-V with the def2-TZVPD basis set

energy relative to the best compared isomer or geometry (same formula, charge and spin): 10.2 kcal per mole
2S+1: 2
net charge: -1
expectation value of S²: 0.75
frontier orbital gap (spin up / spin down): 2.5 / 8.5 eV

Element x y z (Å)
C1 -0.666 0.630 0.121
N1 -1.938 0.358 0.769
C2 -2.085 -0.387 1.892
N2 -3.160 -1.020 2.171
H1 -0.815 1.358 -0.669
H2 0.065 1.024 0.826
H3 -0.207 -0.256 -0.326
H4 -2.696 0.215 0.124
H5 -1.185 -0.328 2.513
H6 -3.060 -1.410 3.103
C3 2.990 -0.295 -1.525
S1 2.111 1.233 -2.034
H7 3.301 -0.192 -0.486
H8 2.343 -1.168 -1.592
H9 3.882 -0.390 -2.138
H10 1.121 0.629 -2.748

Here are the Löwdin charges for atoms 1 to 4, given in e:
1 C -0.25
2 N -0.08
3 C -0.39
4 N 0.03

---

Molecular formula: C8H12NO2P
Method: DFT, ωB97M-V with the def2-TZVPD basis set

energy relative to the best compared isomer or geometry (same formula, charge and spin): 61.4 kcal per mole
frontier orbital gap: 8.6 eV

Element x y z (Å)
C1 -3.645 0.759 0.242
C2 -3.375 -0.362 -0.537
C3 -2.597 1.380 0.933
C4 -2.036 -0.849 -0.653
C5 -1.316 0.836 0.876
C6 -1.051 -0.246 0.092
C7 3.135 0.684 -1.218
C8 2.317 0.313 0.900
N1 3.406 0.346 0.113
O1 0.960 -1.533 -1.380
O2 0.153 -2.396 0.990
P1 0.581 -1.117 -0.007
H1 -4.553 1.207 0.128
H2 -4.212 -0.830 -1.217
H3 -2.808 2.352 1.390
H4 -1.809 -1.746 -1.176
H5 -0.554 1.233 1.507
H6 2.046 1.038 -1.206
H7 3.778 1.526 -1.498
H8 3.156 -0.124 -1.830
H9 2.433 -0.376 1.805
H10 1.836 1.359 1.001
H11 0.010 -3.079 0.445
H12 4.144 -0.375 0.301

Here are the Löwdin charges for atoms 1 to 4, given in e:
1 C -0.09
2 C -0.06
3 C -0.07
4 C -0.09

---

Molecular formula: C18H30N4O2S
Method: DFT, ωB97M-V with the def2-TZVPD basis set

energy relative to the best compared isomer or geometry (same formula, charge and spin): 7.9 kcal per mole
SMILES: CC(C)Cc1nnc(NC(=O)CCC(=O)NC2CCCCCCC2)s1
frontier orbital gap: 9.4 eV

Element x y z (Å)
C1 6.315 -0.185 -4.965
H1 6.152 0.454 -5.829
H2 7.181 0.187 -4.422
H3 6.535 -1.190 -5.319
C2 5.083 -0.182 -4.066
C3 4.756 1.235 -3.605
H4 4.568 1.878 -4.461
H5 5.587 1.648 -3.037
H6 3.874 1.244 -2.969
H7 4.231 -0.576 -4.634
C4 5.318 -1.101 -2.855
C5 4.112 -1.231 -2.011
N1 4.029 -0.901 -0.778
N2 2.845 -1.099 -0.216
C6 1.969 -1.596 -1.018
N3 0.677 -1.911 -0.726
C7 -0.019 -1.787 0.462
O1 -1.162 -2.187 0.492
C8 0.724 -1.174 1.610
C9 -0.130 -1.054 2.876
H8 0.526 -0.860 3.723
C10 -1.100 0.125 2.768
O2 -0.808 1.232 3.174
N4 -2.281 -0.200 2.207
H9 -2.331 -1.097 1.745
C11 -3.323 0.772 1.880
H10 -4.160 0.171 1.517
C12 -2.807 1.684 0.755
C13 -3.619 2.943 0.466
C14 -5.031 2.731 -0.076
H11 -4.977 2.138 -0.993
C15 -6.042 2.071 0.868
H12 -5.910 0.990 0.864
H13 -7.034 2.261 0.451
C16 -6.006 2.580 2.315
H14 -5.570 3.579 2.349
C17 -5.280 1.661 3.301
C18 -3.764 1.524 3.144
H15 -3.282 2.499 3.188
H16 -3.400 0.959 4.005
H17 -5.730 0.666 3.244
H18 -5.470 2.043 4.307
H19 -7.035 2.674 2.674
H20 -5.418 3.716 -0.351
H21 -3.661 3.559 1.363
H22 -3.066 3.517 -0.283
H23 -2.720 1.087 -0.158
H24 -1.803 2.004 1.043
H25 -0.678 -1.982 3.045
H26 1.097 -0.193 1.309
H27 1.607 -1.788 1.801
H28 0.138 -2.326 -1.479
S1 2.592 -1.875 -2.648
H29 6.120 -0.702 -2.232
H30 5.611 -2.093 -3.210

Here are the Löwdin charges for atoms 1 to 4, given in e:
1 C -0.08
2 H 0.08
3 H 0.08
4 H 0.08

---

Molecular formula: C23H19MoN6O4
Method: DFT, ωB97M-V with the def2-TZVPD basis set

net charge: +3
frontier orbital gap: 6.8 eV

Element x y z (Å)
Mo1 -0.596 -0.587 0.458
C1 -2.526 -1.746 -1.619
N1 -1.655 -2.247 -0.514
C2 -0.739 -3.345 -0.915
C3 0.614 -2.746 -1.095
N2 0.972 -1.583 -0.507
C4 2.337 -1.394 -0.847
C5 3.273 -0.429 -0.490
C6 4.550 -0.556 -0.998
C7 4.914 -1.619 -1.837
C8 4.009 -2.604 -2.172
C9 2.730 -2.460 -1.653
N3 1.606 -3.279 -1.779
C10 -2.919 -0.350 -1.272
N4 -2.181 0.367 -0.404
C11 -2.720 1.670 -0.405
C12 -2.381 2.812 0.311
C13 -3.144 3.941 0.087
C14 -4.223 3.938 -0.811
C15 -4.577 2.805 -1.514
C16 -3.797 1.680 -1.286
N5 -3.878 0.381 -1.808
H1 -3.386 -2.400 -1.772
H2 -1.939 -1.735 -2.541
H3 -2.268 -2.595 0.225
H4 -1.086 -3.850 -1.817
H5 -0.705 -4.087 -0.114
H6 3.052 0.373 0.193
H7 5.298 0.180 -0.735
H8 5.927 -1.676 -2.211
H9 4.284 -3.443 -2.796
H10 1.566 -4.148 -2.296
H11 -1.569 2.838 1.027
H12 -2.913 4.853 0.621
H13 -4.794 4.846 -0.948
H14 -5.416 2.798 -2.196
H15 -4.549 0.065 -2.496
O1 -0.650 -1.522 4.401
C17 -0.324 -0.853 3.527
O2 -0.957 -1.175 2.087
C18 0.628 0.249 3.275
C19 1.691 0.629 4.085
C20 2.598 1.584 3.601
C21 2.509 2.116 2.315
C22 1.435 1.697 1.544
C23 0.496 0.836 2.038
N6 1.224 1.960 0.130
O3 0.407 1.161 -0.446
O4 1.781 2.822 -0.453
H16 1.841 0.179 5.059
H17 3.426 1.880 4.231
H18 3.255 2.802 1.933
H19 -0.531 0.964 1.597

Here are the Löwdin charges for atoms 1 to 4, given in e:
1 Mo 1.72
2 C -0.05
3 N -0.14
4 C -0.05

---

Molecular formula: C3H7NO2
Method: DFT, ωB97M-V with the def2-TZVPD basis set

energy relative to the best compared isomer or geometry (same formula, charge and spin): 117.1 kcal per mole
frontier orbital gap: 10.0 eV

Element x y z (Å)
C1 -1.445 -0.140 0.613
C2 -0.499 0.960 0.117
C3 2.614 -0.474 -0.048
H1 -3.392 -0.972 -0.167
H2 -2.000 0.253 1.533
H3 -0.744 -0.938 0.931
H4 -1.062 1.587 -0.597
H5 -0.161 1.531 0.937
H6 3.321 -0.812 0.665
H7 2.980 -0.185 -1.086
N1 1.415 -0.194 0.376
O1 -2.248 -0.583 -0.526
O2 0.639 0.435 -0.592

Here are the Löwdin charges for atoms 1 to 4, given in e:
1 C -0.27
2 C -0.20
3 C 0.00
4 H 0.26

---

Molecular formula: C4H8N3S
Method: DFT, ωB97M-V with the def2-TZVPD basis set

energy relative to the best compared isomer or geometry (same formula, charge and spin): 57.0 kcal per mole
net charge: +1
SMILES: CS[C@H]1NC=NC=[NH+]1
frontier orbital gap: 8.3 eV

Element x y z (Å)
C1 -0.564 -0.304 2.776
C2 -0.118 0.090 0.415
C3 -2.167 0.683 1.552
C4 1.309 -0.025 -2.155
N1 -1.835 0.005 2.667
N2 0.240 -0.385 1.716
N3 -1.313 0.854 0.562
S1 1.608 0.844 -0.506
H1 -0.095 -0.484 3.701
H2 -0.422 -0.693 -0.232
H3 -3.164 1.040 1.327
H4 1.222 0.809 -2.973
H5 0.287 -0.497 -1.914
H6 2.134 -0.649 -2.253
H7 1.154 -0.337 1.994
H8 -1.697 1.417 -0.187

Here are the Löwdin charges for atoms 1 to 4, given in e:
1 C -0.07
2 C -0.41
3 C -0.06
4 C -0.35

---

Molecular formula: C16H25FeN4S2Si
Method: DFT, ωB97M-V with the def2-TZVPD basis set

2S+1: 6
expectation value of S²: 8.85
frontier orbital gap (spin up / spin down): 5.1 / 7.8 eV

Element x y z (Å)
Fe1 -0.740 -0.885 -0.544
C1 1.893 4.011 0.848
Si1 2.666 3.280 -0.676
C2 4.483 3.705 -0.690
C3 1.883 3.931 -2.230
C4 2.539 1.399 -0.630
C5 3.667 0.578 -0.654
C6 3.566 -0.810 -0.622
C7 2.313 -1.377 -0.571
N1 1.218 -0.613 -0.548
C8 1.309 0.731 -0.569
S1 -0.310 1.408 -0.506
H1 1.998 5.101 0.842
H2 2.385 3.628 1.748
H3 0.830 3.769 0.911
H4 4.602 4.794 -0.708
H5 4.993 3.304 -1.572
H6 4.997 3.332 0.203
H7 1.978 5.021 -2.271
H8 0.820 3.679 -2.277
H9 2.374 3.515 -3.115
H10 4.652 1.034 -0.694
H11 4.443 -1.443 -0.637
H12 2.151 -2.448 -0.532
C9 -4.311 -0.136 -2.018
C10 -3.879 -0.875 -0.742
C11 -4.451 -0.159 0.491
C12 -4.388 -2.321 -0.793
N2 -2.453 -0.859 -0.660
H13 -5.402 -0.101 -2.081
H14 -3.921 -0.649 -2.900
H15 -3.923 0.885 -2.011
H16 -5.544 -0.150 0.449
H17 -4.088 0.870 0.530
H18 -4.135 -0.668 1.405
H19 -5.474 -2.323 -0.916
H20 -4.146 -2.856 0.129
H21 -3.931 -2.858 -1.625
S2 -0.585 -3.233 -0.712
C13 -0.095 -3.219 0.978
N3 -1.102 -2.887 1.898
C14 -0.903 -3.196 3.244
C15 0.354 -3.467 3.659
C16 1.390 -3.508 2.706
N4 1.117 -3.453 1.367
H22 -2.035 -2.950 1.528
H23 -1.773 -3.173 3.884
H24 0.546 -3.674 4.704
H25 2.422 -3.686 2.978

Here are the Löwdin charges for atoms 1 to 4, given in e:
1 Fe 0.38
2 C -0.18
3 Si 0.48
4 C -0.19

---

Number 1: maximum force 0.01376 hartree/bohr, electronic energy -17087.037 eV. Number 2: maximum force 0.11314 hartree/bohr, electronic energy -23363.165 eV. Number 3: maximum force 0.03170 hartree/bohr, electronic energy -40044.659 eV. Number 4: maximum force 0.00139 hartree/bohr, electronic energy -43118.005 eV. Number 5: maximum force 0.12026 hartree/bohr, electronic energy -8805.449 eV. Number 6: maximum force 0.08389 hartree/bohr, electronic energy -19574.783 eV. Number 7: maximum force 0.01069 hartree/bohr, electronic energy -86892.372 eV.